No. 1
This record from the Open Molecules 2025 dataset describes a 2-piece molecular cluster, C5H14 overall at a distorted geometry. The level of theory is the ωB97M-V functional and the def2-TZVPD basis.

## Properties
calculated total energy: -5411.4482 eV
SMILES: CCC.CC
net charge: 0
energy above the lowest of the compared OMol25 structures with the same formula, charge and spin: 58.0 kJ/mol

Element x y z (Å)
C: 1.93 0.98 -0.48
C: 1.10 1.43 -1.68
C: 0.17 0.30 -2.14
H: 2.77 0.32 -0.74
H: 1.27 0.41 0.18
H: 2.47 1.77 0.04
H: 0.44 2.20 -1.24
H: 1.66 1.91 -2.48
H: 0.04 -0.44 -1.36
H: -0.81 0.71 -2.40
H: 0.56 -0.18 -3.04
C: -1.96 -1.52 1.39
C: -1.04 -0.78 2.38
H: -2.93 -1.77 1.79
H: -1.93 -1.01 0.42
H: -1.48 -2.47 1.17
H: -0.84 0.29 2.42
H: -1.38 -0.99 3.40
H: -0.03 -1.18 2.38

Löwdin atomic charge list, values in e, 6 entries:
1. C -0.131
2. C -0.308
3. C -0.121
4. H 0.072
5. H 0.051
6. H 0.064



No. 2
This record from the Open Molecules 2025 dataset describes an isolated ion of composition C6H14S2 and charge +1 at a distorted geometry. The level of theory is the ωB97M-V functional and the def2-TZVPD basis.

## Properties
calculated total energy: -28109.6475 eV
net charge: +1
multiplicity: 2
energy above the lowest of the compared OMol25 structures with the same formula, charge and spin: 162.6 kJ/mol

Element x y z (Å)
C: -1.46 3.01 -0.55
C: -0.39 3.67 -1.43
C: -1.51 1.52 -0.84
S: -0.95 0.41 0.65
S: -0.76 -1.32 -0.39
C: 0.88 -2.07 -0.34
C: 1.60 -2.22 1.00
C: 1.02 -3.39 2.06
H: -2.54 3.35 -0.72
H: -1.32 3.20 0.51
H: -0.69 4.48 -2.00
H: 0.08 2.96 -1.99
H: 0.30 3.96 -0.74
H: -0.75 1.23 -1.63
H: -2.47 1.06 -1.10
H: 1.51 -1.80 -1.18
H: 0.36 -3.05 -0.60
H: 2.66 -2.56 1.15
H: 1.57 -1.17 1.34
H: 1.32 -4.39 1.67
H: -0.04 -3.54 2.13
H: 1.58 -3.35 3.00

Löwdin atomic charge list, values in e, 6 entries:
1. C -0.267
2. C -0.048
3. C -0.425
4. S 0.687
5. S 0.713
6. C -0.493



No. 3
This record from the Open Molecules 2025 dataset describes C35H52AsP3PdSe as an isolated structure at a distorted geometry. The level of theory is the ωB97M-V functional and the def2-TZVPD basis.

## Properties
calculated total energy: -194626.6389 eV
net charge: +4
multiplicity: 5
energy above the lowest of the compared OMol25 structures with the same formula, charge and spin: 0.0 kJ/mol

Element x y z (Å)
Pd: 0.55 -1.15 -1.26
P: -0.66 -3.09 -0.32
P: 2.11 -1.35 0.65
P: 2.11 -2.23 -2.62
H: -1.37 1.85 -5.02
C: -1.82 1.00 -5.56
C: -2.27 -0.11 -4.94
H: -2.32 -0.20 -3.84
C: -2.02 -2.56 0.80
C: 0.13 -4.40 0.70
C: -1.51 -4.07 -1.59
C: 3.09 0.19 0.70
C: 1.54 -1.38 2.40
C: 3.42 -2.67 0.76
C: 1.59 -2.28 -4.35
C: 2.71 -3.95 -2.39
C: 3.62 -1.20 -2.66
H: -1.99 1.14 -6.65
H: -2.77 -0.88 -5.56
H: -2.62 -1.81 0.27
H: -1.61 -2.13 1.72
H: -2.65 -3.41 1.07
H: 0.48 -4.01 1.67
H: 0.98 -4.88 0.18
H: -0.58 -5.20 0.94
H: -2.19 -3.41 -2.14
H: -2.12 -4.88 -1.16
H: -0.81 -4.53 -2.29
H: 3.81 0.19 1.54
H: 2.38 1.03 0.84
H: 3.63 0.33 -0.24
H: 2.35 -1.75 3.06
H: 0.69 -2.06 2.50
H: 1.23 -0.37 2.71
H: 3.98 -2.56 1.70
H: 4.12 -2.64 -0.08
H: 2.96 -3.67 0.79
H: 2.31 -2.81 -4.99
H: 1.52 -1.26 -4.72
H: 0.62 -2.78 -4.42
H: 3.35 -4.25 -3.24
H: 1.86 -4.64 -2.37
H: 3.31 -4.07 -1.48
H: 4.28 -1.52 -3.47
H: 4.18 -1.24 -1.72
H: 3.30 -0.17 -2.86
C: 1.42 2.76 -2.80
C: 0.57 1.68 -3.02
C: 0.73 0.90 -4.15
C: 1.63 1.28 -5.15
C: 2.61 2.24 -4.84
C: 2.55 2.92 -3.61
Se: 0.88 3.85 -1.35
H: 0.16 4.69 -2.34
H: -0.16 1.40 -2.26
H: 0.11 0.02 -4.29
H: 1.59 0.81 -6.14
H: 3.42 2.43 -5.54
H: 3.36 3.55 -3.26
C: -0.90 6.04 2.84
C: 0.31 5.44 2.47
C: 0.36 4.06 2.26
C: -0.78 3.27 2.50
C: -1.98 3.87 2.92
C: -2.04 5.26 3.04
As: -0.64 1.33 2.21
C: -0.76 0.79 4.12
C: -0.12 1.57 5.09
C: -0.07 1.13 6.41
C: -0.67 -0.09 6.77
C: -1.32 -0.87 5.80
C: -1.35 -0.45 4.47
C: -2.51 1.09 1.64
C: -3.56 0.80 2.51
C: -4.85 0.58 2.00
C: -5.06 0.61 0.62
C: -4.01 0.94 -0.25
C: -2.74 1.21 0.25
H: -0.94 7.13 2.97
H: 1.21 6.04 2.33
H: 1.27 3.58 1.89
H: -2.85 3.26 3.13
H: -2.99 5.73 3.30
H: 0.31 2.53 4.80
H: 0.45 1.73 7.16
H: -0.63 -0.42 7.81
H: -1.80 -1.81 6.09
H: -1.87 -1.06 3.73
H: -3.40 0.76 3.59
H: -5.68 0.39 2.69
H: -6.05 0.39 0.22
H: -4.18 0.99 -1.33
H: -1.92 1.52 -0.41

Löwdin atomic charge list, values in e, 6 entries:
1. Pd 0.343
2. P 0.776
3. P 0.778
4. P 0.748
5. H 0.052
6. C -0.062



No. 4
This record from the Open Molecules 2025 dataset describes a 6-piece molecular cluster, C47H64ClN8OSi overall at a distorted geometry. The level of theory is the ωB97M-V functional and the def2-TZVPD basis.

## Properties
calculated total energy: -84137.1289 eV
net charge: +1

Element x y z (Å)
C: 3.39 1.16 1.95
C: 2.48 0.19 1.71
C: 1.20 0.00 2.53
C: -0.02 0.64 2.09
C: -0.21 1.57 0.88
C: 0.88 2.70 0.78
C: -0.44 0.85 -0.50
C: 0.69 -0.14 -0.92
C: 0.30 -0.84 -2.28
C: -1.12 0.32 2.95
C: -2.55 0.83 2.73
Cl: -3.74 -0.53 2.41
C: -3.07 1.71 3.94
C: -3.27 3.18 3.45
C: -0.85 -0.55 4.07
N: -1.95 -0.91 4.91
C: -2.18 -2.18 4.79
C: -2.85 -2.90 5.98
C: -1.86 -3.06 3.57
N: 0.29 -1.06 4.46
N: 1.27 -0.74 3.62
C: 2.58 -1.33 4.01
C: 2.91 -2.62 3.18
O: 1.93 -3.60 3.60
Si: 2.65 -5.13 3.87
C: 3.09 -5.97 2.22
C: 4.08 -5.13 5.10
C: 1.30 -6.23 4.65
H: 4.47 0.91 1.96
H: 3.14 2.23 2.10
H: 2.63 -0.47 0.84
H: -1.15 2.13 1.06
H: 0.36 3.56 0.30
H: 1.75 2.39 0.18
H: 1.14 3.04 1.80
H: -0.43 1.68 -1.27
H: -1.41 0.34 -0.59
H: 0.83 -0.88 -0.11
H: 1.63 0.43 -1.07
H: -0.62 -0.34 -2.65
H: 0.03 -1.89 -2.06
H: 1.13 -0.75 -3.00
H: -2.65 1.47 1.84
H: -2.26 1.66 4.70
H: -3.98 1.28 4.39
H: -2.40 3.44 2.81
H: -4.23 3.25 2.91
H: -3.27 3.87 4.32
H: -3.49 -2.17 6.50
H: -3.49 -3.68 5.53
H: -2.11 -3.40 6.63
H: -1.85 -2.52 2.61
H: -0.88 -3.57 3.70
H: -2.63 -3.85 3.52
H: 2.53 -1.71 5.05
H: 3.39 -0.59 4.01
H: 3.95 -2.94 3.38
H: 2.71 -2.45 2.10
H: 2.49 -5.46 1.44
H: 2.77 -7.02 2.31
H: 4.18 -5.89 2.07
H: 3.76 -5.09 6.16
H: 4.84 -4.33 4.95
H: 4.63 -6.09 4.99
H: 0.33 -6.15 4.13
H: 1.65 -7.28 4.71
H: 1.11 -5.92 5.71
N: 1.82 -6.03 -1.75
C: 1.75 -4.92 -2.47
C: 0.99 -4.79 -3.62
C: 0.27 -5.88 -4.06
C: 0.33 -7.06 -3.33
C: 1.11 -7.08 -2.18
H: 2.34 -4.08 -2.10
H: 0.97 -3.85 -4.16
H: -0.34 -5.81 -4.95
H: -0.22 -7.93 -3.63
H: 1.19 -7.97 -1.57
N: 3.98 4.02 3.01
C: 4.02 3.93 4.34
C: 4.10 5.02 5.19
C: 4.15 6.28 4.62
C: 4.11 6.40 3.24
C: 4.03 5.25 2.49
H: 3.98 2.92 4.74
H: 4.12 4.89 6.26
H: 4.21 7.16 5.25
H: 4.15 7.37 2.76
H: 4.00 5.29 1.40
N: 0.78 3.35 -4.78
C: 0.14 3.56 -3.63
C: -1.23 3.74 -3.53
C: -1.98 3.69 -4.69
C: -1.34 3.47 -5.90
C: 0.04 3.31 -5.89
H: 0.77 3.59 -2.75
H: -1.70 3.90 -2.57
H: -3.06 3.83 -4.66
H: -1.89 3.43 -6.83
H: 0.58 3.13 -6.81
N: -2.93 -1.61 -2.35
C: -3.62 -1.35 -1.24
C: -4.99 -1.14 -1.21
C: -5.69 -1.19 -2.41
C: -4.99 -1.46 -3.58
C: -3.62 -1.66 -3.50
H: -3.03 -1.31 -0.33
H: -5.50 -0.93 -0.28
H: -6.76 -1.03 -2.43
H: -5.50 -1.52 -4.53
H: -3.04 -1.88 -4.38
N: -2.47 6.32 -8.49
C: -1.19 5.96 -8.59
C: -0.58 5.63 -9.79
C: -1.33 5.68 -10.95
C: -2.66 6.05 -10.86
C: -3.18 6.36 -9.62
H: -0.64 5.93 -7.65
H: 0.47 5.34 -9.81
H: -0.89 5.43 -11.90
H: -3.29 6.10 -11.75
H: -4.22 6.66 -9.50

Löwdin atomic charge list, values in e, 6 entries:
1. C 0.046
2. C -0.124
3. C -0.078
4. C 0.009
5. C -0.274
6. C -0.044



No. 5
This record from the Open Molecules 2025 dataset describes B4F16MnN2O6 as an isolated structure at a distorted geometry. The level of theory is the ωB97M-V functional and the def2-TZVPD basis.

## Properties
calculated total energy: -92788.6563 eV
net charge: -3
multiplicity: 7

Element x y z (Å)
Mn: 0.02 0.16 0.20
N: 1.50 -0.66 -2.55
O: 1.11 -0.10 -1.54
O: 0.96 -1.78 -2.74
O: 2.51 -0.30 -3.17
N: -2.39 -1.57 -0.95
O: -1.79 -2.44 -1.52
O: -3.62 -1.35 -1.05
O: -1.76 -0.67 -0.46
B: 2.39 1.57 1.21
F: 2.34 0.28 1.48
F: 2.64 2.19 2.43
F: 3.49 1.85 0.40
F: 1.23 1.94 0.55
B: -1.49 0.42 2.53
F: -0.53 -0.43 2.16
F: -1.01 0.96 3.65
F: -1.61 1.26 1.45
F: -2.71 -0.20 2.78
B: -1.09 3.24 -1.33
F: -0.17 4.04 -2.07
F: -2.32 3.41 -1.98
F: -0.66 1.87 -1.43
F: -1.24 3.62 0.06
B: 0.84 -3.45 0.35
F: 0.83 -2.02 0.38
F: 2.02 -3.93 0.96
F: -0.17 -3.92 1.09
F: 0.70 -4.02 -0.88

Löwdin atomic charge list, values in e, 6 entries:
1. Mn 1.085
2. N -0.506
3. O 0.026
4. O 0.158
5. O 0.080
6. N -0.558



No. 6
This record from the Open Molecules 2025 dataset describes a 3-piece molecular cluster, C4H14NO3 overall at a distorted geometry. The level of theory is the ωB97M-V functional and the def2-TZVPD basis.

## Properties
calculated total energy: -11999.5614 eV
net charge: +1
energy above the lowest of the compared OMol25 structures with the same formula, charge and spin: 217.0 kJ/mol

Element x y z (Å)
C: -1.12 -1.96 -0.40
C: -0.37 -0.62 0.04
C: 1.04 -0.92 0.45
C: 2.00 -0.98 -0.76
O: 1.91 -0.08 -1.51
N: -1.24 0.30 0.87
H: -1.08 -1.99 -1.49
H: -2.14 -2.18 0.06
H: -0.68 -2.81 0.10
H: -0.21 -0.06 -0.92
H: 0.98 -1.77 1.08
H: 1.44 -0.03 1.11
H: 2.64 -1.77 -0.74
H: -0.64 0.60 1.55
H: -1.95 -0.38 1.36
H: -1.82 1.06 0.31
H: -1.41 1.60 -1.83
H: -0.97 2.74 -0.96
O: -1.68 2.07 -0.97
H: 1.74 2.66 1.62
H: 2.11 1.99 0.34
O: 1.45 2.53 0.71

Löwdin atomic charge list, values in e, 6 entries:
1. C -0.008
2. C -0.349
3. C -0.112
4. C -0.198
5. O 0.105
6. N 0.194



No. 7
This record from the Open Molecules 2025 dataset describes a 4-piece molecular cluster, C5H22N3O3 overall at a distorted geometry. The level of theory is the ωB97M-V functional and the def2-TZVPD basis.

## Properties
calculated total energy: -16147.1317 eV
net charge: +1
energy above the lowest of the compared OMol25 structures with the same formula, charge and spin: 206.9 kJ/mol

Element x y z (Å)
C: -0.55 -1.69 0.48
N: -0.38 -0.23 0.74
C: -1.55 0.64 0.66
C: -1.74 1.31 -0.73
C: -0.49 1.98 -1.33
N: 0.41 2.68 -0.48
C: -0.94 -2.04 -0.95
N: -2.48 -2.26 -0.96
H: -1.08 -2.04 1.39
H: 0.40 -2.20 0.77
H: 0.38 -0.06 0.06
H: -1.43 1.43 1.45
H: -2.51 0.09 0.84
H: -1.93 0.50 -1.42
H: -2.55 2.04 -0.74
H: 0.08 1.22 -1.94
H: -0.89 2.67 -2.15
H: 0.89 2.13 0.22
H: -0.10 3.39 0.05
H: -0.60 -1.28 -1.73
H: -0.54 -3.03 -1.21
H: -3.22 -1.58 -1.11
H: -2.63 -2.85 -0.15
H: -2.68 -2.85 -1.79
H: 1.55 -0.05 3.95
H: 0.56 -0.38 2.79
O: 1.35 0.12 3.02
H: 2.35 0.31 1.59
H: 3.29 1.35 0.94
O: 2.88 0.49 0.80
H: 3.38 -0.96 -1.86
H: 2.53 0.11 -1.18
O: 2.47 -0.69 -1.72

Löwdin atomic charge list, values in e, 6 entries:
1. C -0.222
2. N -0.084
3. C -0.209
4. C -0.194
5. C -0.314
6. N 0.015



No. 8
This record from the Open Molecules 2025 dataset describes one molecule with the formula C11H10O at a distorted geometry. The level of theory is the ωB97M-V functional and the def2-TZVPD basis.

## Properties
calculated total energy: -13611.6669 eV
net charge: 0
energy above the lowest of the compared OMol25 structures with the same formula, charge and spin: 474.0 kJ/mol

Element x y z (Å)
C: 0.58 -0.14 -2.85
C: 0.62 1.29 -2.65
C: 0.06 -0.94 -1.89
C: 0.24 1.85 -1.45
C: -0.36 -0.50 -0.52
C: -0.32 1.03 -0.35
C: -0.69 -1.54 0.30
C: -0.99 -1.55 1.73
C: 0.02 -1.45 2.53
C: 1.13 -1.46 3.21
C: -0.88 1.61 0.74
O: -0.88 2.92 1.09
H: 0.85 -0.78 -3.66
H: 1.22 1.92 -3.38
H: 0.27 -2.10 -1.96
H: 0.26 2.87 -1.24
H: -0.48 -2.48 -0.25
H: -2.07 -1.77 2.08
H: 1.66 -2.38 3.45
H: 1.69 -0.62 3.38
H: -1.46 0.93 1.44
H: -0.46 3.30 0.26

Löwdin atomic charge list, values in e, 6 entries:
1. C -0.109
2. C -0.079
3. C -0.069
4. C -0.038
5. C -0.143
6. C -0.138



Repeat the sixth record exactly.
This record from the Open Molecules 2025 dataset describes a 3-piece molecular cluster, C4H14NO3 overall at a distorted geometry. The level of theory is the ωB97M-V functional and the def2-TZVPD basis.

## Properties
calculated total energy: -11999.5614 eV
net charge: +1
energy above the lowest of the compared OMol25 structures with the same formula, charge and spin: 217.0 kJ/mol

Element x y z (Å)
C: -1.12 -1.96 -0.40
C: -0.37 -0.62 0.04
C: 1.04 -0.92 0.45
C: 2.00 -0.98 -0.76
O: 1.91 -0.08 -1.51
N: -1.24 0.30 0.87
H: -1.08 -1.99 -1.49
H: -2.14 -2.18 0.06
H: -0.68 -2.81 0.10
H: -0.21 -0.06 -0.92
H: 0.98 -1.77 1.08
H: 1.44 -0.03 1.11
H: 2.64 -1.77 -0.74
H: -0.64 0.60 1.55
H: -1.95 -0.38 1.36
H: -1.82 1.06 0.31
H: -1.41 1.60 -1.83
H: -0.97 2.74 -0.96
O: -1.68 2.07 -0.97
H: 1.74 2.66 1.62
H: 2.11 1.99 0.34
O: 1.45 2.53 0.71

Löwdin atomic charge list, values in e, 6 entries:
1. C -0.008
2. C -0.349
3. C -0.112
4. C -0.198
5. O 0.105
6. N 0.194